1 | The following is a DFT calculation (ωB97M-V/def2-TZVPD) of C22H24N2O3 in the gas phase.

Properties
Molar mass = 364.44 u
SMILES = C/C(=N\NC(=O)COc1ccc(C(C)(C)C)cc1)c1cc2ccccc2o1
Highest occupied orbital energy = -7.169 eV

```
! wB97M-V def2-TZVPD RIJCOSX def2/J DEFGRID3
* xyz 0 1
C -1.24 -0.51 -1.45
C -1.99 -0.97 -0.39
N -1.64 -1.70 0.50
N -0.55 -2.49 0.46
C -0.04 -3.33 -0.69
O -0.58 -3.33 -1.60
C 1.13 -4.00 0.05
O 1.90 -3.20 0.79
C 2.41 -1.97 0.54
C 3.16 -1.41 1.68
C 3.64 0.08 1.53
C 3.54 0.64 0.19
C 3.01 -0.29 -0.86
C 2.42 -1.26 -0.55
H 1.90 -1.82 -1.56
H 2.85 0.33 -1.59
C 4.30 1.75 0.11
C 5.29 1.74 -0.96
H 5.90 2.87 -1.28
H 4.87 1.50 -1.86
H 6.05 1.08 -0.83
C 4.81 2.57 1.47
H 4.20 2.72 2.17
H 5.29 3.51 1.26
H 5.73 2.01 1.41
C 3.25 2.91 -0.40
H 3.60 3.70 -0.54
H 2.74 2.73 -1.35
H 2.31 2.92 0.49
H 4.23 0.29 2.43
H 3.18 -1.75 2.59
H 0.92 -4.88 0.17
H 1.87 -3.99 -0.98
H -0.28 -2.78 1.40
C -3.50 -0.46 -0.25
C -4.12 0.67 -1.03
C -5.40 0.67 -0.63
C -6.57 1.43 -0.50
C -7.66 1.38 0.11
C -7.72 0.68 1.34
C -6.41 -0.27 1.74
C -5.54 -0.06 0.95
O -4.32 -0.81 0.85
H -6.50 -0.95 2.49
H -8.57 0.59 1.82
H -8.38 1.84 -0.14
H -6.52 1.90 -1.62
H -3.69 0.76 -1.94
H -1.25 -1.18 -2.42
H -1.77 0.49 -1.89
H -0.24 -0.35 -1.23
*
```

2 | The following is a DFT calculation (ωB97M-V/def2-TZVPD) of C22H24N2O3 in the gas phase.

Properties
Molar mass = 364.44 u
SMILES = Cc1ccc(NC(=O)CN(Cc2ccco2)Cc2ccccc2O)cc1C
Highest occupied orbital energy = -8.305 eV

```
! wB97M-V def2-TZVPD RIJCOSX def2/J DEFGRID3
* xyz 0 1
C 5.97 -3.00 0.18
C 4.78 -2.10 0.28
C 4.22 -1.55 -0.87
C 3.12 -0.72 -0.80
C 2.56 -0.41 0.43
C 3.11 -0.96 1.59
C 4.21 -1.80 1.52
C 4.79 -2.37 2.78
H 4.22 -2.03 3.64
H 5.82 -2.06 2.90
H 4.76 -3.45 2.75
H 2.67 -0.72 2.54
N 1.45 0.45 0.45
C 0.66 0.81 1.49
O 0.81 0.48 2.65
C -0.47 1.75 1.06
N -1.17 1.24 -0.10
C -2.16 2.20 -0.61
C -2.70 1.80 -1.96
C -4.05 1.89 -2.24
C -4.54 1.59 -3.50
C -3.66 1.20 -4.50
C -2.31 1.09 -4.24
C -1.82 1.38 -2.97
O -0.49 1.25 -2.74
H -0.37 1.32 -1.77
H -1.61 0.77 -5.00
H -4.03 0.97 -5.49
H -5.59 1.67 -3.71
H -4.73 2.20 -1.46
H -3.00 2.33 0.10
H -1.66 3.17 -0.70
C -1.78 -0.08 0.14
C -2.78 -0.10 1.24
C -2.64 -0.23 2.59
C -3.94 -0.14 3.14
C -4.78 0.03 2.08
O -4.09 0.06 0.93
H -5.84 0.14 2.02
H -4.21 -0.20 4.18
H -1.72 -0.36 3.13
H -2.26 -0.39 -0.79
H -0.97 -0.77 0.38
H -0.02 2.72 0.80
H -1.13 1.90 1.93
H 1.18 0.79 -0.46
H 2.70 -0.30 -1.71
H 4.65 -1.78 -1.83
H 6.28 -3.12 -0.85
H 5.75 -3.98 0.60
H 6.81 -2.59 0.74
*
```

Which of them is most stable, and which least? Most stable: 2; least stable: 1.

1 | The following is a DFT calculation (ωB97M-V/def2-TZVPD) of 2 unconnected molecules or ions with the total composition C3H5FO2.

Properties
Molar mass = 92.07 u
Highest occupied orbital energy = -10.341 eV

```
! wB97M-V def2-TZVPD RIJCOSX def2/J DEFGRID3
* xyz 0 1
C -1.70 0.66 0.45
C -0.45 0.04 0.30
C 1.70 -0.21 -0.28
O -0.94 0.59 -0.80
O 0.71 -0.03 0.69
F -0.84 -1.94 0.01
H -2.46 0.00 0.39
H -1.72 1.59 0.92
H 2.42 -0.84 0.12
H 2.03 0.82 -0.53
H 1.26 -0.67 -1.26
*
```

2 | The following is a DFT calculation (ωB97M-V/def2-TZVPD) of C3H5FO2 in the gas phase.

Properties
Molar mass = 92.07 u
Highest occupied orbital energy (spin up / spin down) = -7.430 / -7.024 eV

```
! wB97M-V def2-TZVPD RIJCOSX def2/J DEFGRID3
* xyz 0 1
C 1.09 2.20 -0.06
C 0.52 -0.05 0.02
C -1.26 -1.65 0.20
O 0.38 1.19 0.25
O -0.03 -1.00 0.74
F 0.94 -0.60 -1.19
H 0.94 3.08 0.51
H 1.81 2.31 -0.87
H -2.09 -1.01 0.13
H -1.42 -2.40 1.00
H -0.88 -2.07 -0.73
*
```

Which of them is most stable, and which least? Most stable: 1; least stable: 2.

1 | The following is a DFT calculation (ωB97M-V/def2-TZVPD) of a molecular structure, C2H4ClI.

Properties
Molar mass = 190.41 u
Highest occupied orbital energy = -9.737 eV

```
! wB97M-V def2-TZVPD RIJCOSX def2/J DEFGRID3
* xyz 0 1
C 0.42 -0.64 0.86
C 0.28 0.65 0.62
Cl -1.62 -0.79 -1.96
I 0.93 1.46 -1.28
H -0.83 0.26 -1.76
H 0.94 -1.38 0.36
H 0.00 -0.89 1.80
H -0.12 1.32 1.36
*
```

2 | The following is a DFT calculation (ωB97M-V/def2-TZVPD) of a molecular structure, C2H4ClI.

Properties
Molar mass = 190.41 u
Highest occupied orbital energy (spin up / spin down) = -9.171 / -9.171 eV

```
! wB97M-V def2-TZVPD RIJCOSX def2/J DEFGRID3
* xyz 0 1
C -0.73 -0.35 0.26
C 0.29 0.40 -0.52
Cl 0.35 2.05 -0.13
I 2.74 -0.48 0.33
H -1.86 0.05 0.44
H -0.42 -0.39 1.25
H -0.82 -1.45 0.00
H 0.43 0.17 -1.63
*
```

Which of them is most stable, and which least? Most stable: 1; least stable: 2.